Computed, not measured: 2 unconnected molecules or ions with the total composition C8H12N4, with ωB97M-V with the def2-TZVPD basis set.

- HOMO level: -8.15 eV
- Frontier orbital gap: 8.96 eV
- Electronic energy: -14450.383 eV
- SMILES: Cc1c[nH]cn1.Cc1c[nH]cn1
- Strongest force on any atom: 2.80 eV Å⁻¹
- Relative energy (zero: lowest compared OMol25 entry of this formula, charge and spin): 26.95 kcal/mol

Cartesian coordinates (Å):
H -1.047 -1.515 2.090
H -0.313 0.071 1.933
H 4.860 -0.959 -1.063
N 2.192 0.283 0.394
H -3.506 0.705 2.462
H 4.022 -2.195 -0.220
N -2.272 0.123 -0.488
C -2.201 -0.107 0.899
H -3.828 1.018 -1.653
H 0.373 0.829 -2.105
C 1.058 0.773 -0.143
N -4.120 0.928 0.487
H 2.670 -0.199 -2.767
H 4.573 -0.619 0.612
C 2.827 -0.426 -0.594
H -5.113 1.045 0.561
H -0.277 -1.022 0.609
H 0.334 1.414 0.355
C 4.135 -1.073 -0.267
N 1.118 0.625 -1.462
C 2.224 -0.103 -1.801
C -3.418 0.694 -0.716
C -0.952 -0.665 1.414
C -3.340 0.374 1.463

---

Computed, not measured: 2 unconnected molecules or ions with the total composition C4H9N2, with ωB97M-V with the def2-TZVPD basis set.

- HOMO level (alpha / beta): -11.37 / -12.82 eV
- Frontier orbital gap (alpha / beta): 7.69 / 5.76 eV
- Electronic energy: -7259.475 eV
- Spin multiplicity: 3
- Total charge: +1
- Strongest force on any atom: 4.44 eV Å⁻¹
- Relative energy (zero: lowest compared OMol25 entry of this formula, charge and spin): 91.88 kcal/mol

Cartesian coordinates (Å):
H 3.324 0.766 1.579
C -1.571 0.076 -0.292
N 2.640 -0.493 -0.852
H 3.589 -0.330 -1.179
N 2.356 0.866 1.255
H -0.272 1.756 0.158
C 1.883 0.440 0.264
H 2.188 -0.655 -1.757
H -3.473 0.852 0.487
H -2.452 2.082 -0.548
C -0.412 0.708 -0.061
C -2.789 0.990 -0.328
H -3.388 0.575 -1.210
H -1.639 -0.951 -0.360
H 2.665 -1.317 -0.321

---

Computed, not measured: 14 unconnected molecules or ions with the total composition H28O14, with ωB97M-V with the def2-TZVPD basis set.

- HOMO level: -9.65 eV
- Frontier orbital gap: 8.85 eV
- Electronic energy: -29119.986 eV
- Strongest force on any atom: 1.04 eV Å⁻¹
- Relative energy (zero: lowest compared OMol25 entry of this formula, charge and spin): 38.41 kcal/mol

Cartesian coordinates (Å):
H 2.025 -0.259 3.517
H 1.542 -0.244 -1.391
H -3.991 0.313 -0.892
H -1.230 -0.528 2.638
O 1.072 2.682 0.614
H 0.563 -0.471 0.918
H -2.357 1.627 -2.073
O -0.447 -3.509 -0.637
O -1.661 0.990 -2.238
H -0.633 -4.246 -1.219
H 2.527 0.558 -2.215
O 3.436 1.174 1.227
H -1.299 -0.672 -2.328
H -2.192 -2.803 1.915
O 1.980 -0.227 -2.242
H 0.389 0.625 -0.112
O -3.401 -0.075 -0.245
O 0.657 2.962 -2.052
O 1.630 -3.159 1.141
O -1.315 -2.484 1.703
H -0.097 2.477 -2.386
H -1.168 -2.767 0.800
H -2.525 0.175 -0.540
H -0.562 2.302 0.988
H -1.710 2.526 0.026
O 1.886 -0.954 2.873
H 2.723 -1.416 2.833
H 0.828 3.628 -2.717
O -1.504 2.164 0.888
H 1.541 -2.424 1.748
H 2.523 1.459 1.203
H -1.575 0.970 -3.191
O 0.331 -0.324 0.001
H -1.459 0.891 2.163
O -1.193 0.383 2.929
O -1.172 -1.588 -2.576
H -0.477 -2.741 -1.206
H 0.739 -3.323 0.832
H -0.923 -1.554 -3.499
H 1.195 2.904 -0.309
H 3.791 1.574 2.021
H 1.515 3.384 1.090

---

Computed, not measured: a gas-phase ion, C7H15N2 (charge +1), with ωB97M-V with the def2-TZVPD basis set.

- HOMO level: -14.79 eV
- Frontier orbital gap: 10.40 eV
- Electronic energy: -10474.672 eV
- SMILES: [H]/N=C(C)/[NH+]=C(/C)C(C)C
- Total charge: +1
- Strongest force on any atom: 3.73 eV Å⁻¹
- Relative energy (zero: lowest compared OMol25 entry of this formula, charge and spin): 37.45 kcal/mol

Cartesian coordinates (Å):
H 0.506 1.006 0.480
C -1.519 1.362 0.000
H 3.589 -0.290 0.067
N 0.625 -1.238 -0.770
C -1.572 -1.632 0.005
C -0.805 0.541 2.085
H -2.270 -1.495 -0.869
H -1.291 2.362 0.508
H -0.487 1.509 2.661
H -2.158 -1.316 0.884
H 0.544 -2.079 -1.314
N 2.771 -0.890 0.102
C 1.910 -0.546 -0.718
C 2.035 0.599 -1.737
H -1.871 0.411 2.275
H -1.172 -2.755 0.023
H 1.117 1.001 -2.011
C -0.420 0.516 0.631
H -1.404 1.637 -1.094
H -2.409 0.858 0.243
H -0.357 -0.307 2.589
C -0.400 -0.851 -0.031
H 2.577 1.383 -1.275
H 2.460 0.215 -2.731

---

Computed, not measured: C5H9NS in the gas phase, with ωB97M-V with the def2-TZVPD basis set.

- HOMO level (alpha / beta): -7.68 / -7.54 eV
- Frontier orbital gap (alpha / beta): 7.89 / 7.24 eV
- Electronic energy: -17651.877 eV
- Strongest force on any atom: 0.71 eV Å⁻¹
- Relative energy (zero: lowest compared OMol25 entry of this formula, charge and spin): 99.55 kcal/mol

Cartesian coordinates (Å):
H 1.904 -0.380 0.147
C 1.009 1.572 -0.023
C 0.919 0.044 -0.115
H 1.792 1.944 -0.679
H -0.134 -2.207 2.096
H -3.291 0.287 0.443
H -0.461 -0.081 -1.767
H 0.603 -1.481 -1.629
S -2.335 -1.130 1.815
H 0.061 2.012 -0.322
H 1.228 1.881 0.996
N -2.422 -0.243 0.467
H 1.237 0.049 -2.255
C -0.597 -1.390 1.561
C -0.066 -0.478 0.804
C 0.553 -0.399 -1.538

---

Computed, not measured: 2 unconnected molecules or ions with the total composition C4H11N3O2, with ωB97M-V with the def2-TZVPD basis set.

- HOMO level (alpha / beta): -13.24 / -13.23 eV
- Frontier orbital gap (alpha / beta): 9.05 / 4.39 eV
- Electronic energy: -12881.055 eV
- Spin multiplicity: 2
- Total charge: +1
- Strongest force on any atom: 5.90 eV Å⁻¹
- Relative energy (zero: lowest compared OMol25 entry of this formula, charge and spin): 93.10 kcal/mol

Cartesian coordinates (Å):
H -2.497 -1.038 1.851
H -3.518 -0.965 -0.787
O 1.474 1.284 -1.416
N -0.733 -0.389 -0.966
N 0.113 -0.690 1.306
C -1.043 -0.731 0.310
C 2.203 1.490 -0.250
H -4.473 -1.704 0.475
N -2.368 -1.063 0.857
H 4.255 0.768 -0.339
H -1.484 -0.503 -1.632
H 0.715 0.580 -1.283
C 3.649 1.782 -0.377
H 0.893 -0.485 0.772
H -3.170 -2.704 -0.412
H 3.720 2.351 -1.338
O 1.446 1.481 0.740
H 4.183 2.074 0.519
H 0.019 0.194 1.912
C -3.385 -1.731 0.059